# 1
14
Properties=species:S:1:pos:R:3 method="wB97M-V/def2-TZVPD" orbital_gap_ev=8.55 homo_energy_ev=-7.5550 smiles=Cc1ccc(N)o1 e_above_lowest_ev=3.304
C 2.3094 -0.9252 -0.2907
C 0.8755 -0.4190 -0.4547
C -0.1395 -0.9210 -1.2249
C -1.4387 -0.3191 -0.7115
C -1.0118 0.5120 0.4657
H 2.6268 -1.5780 -1.1238
H 3.1877 -0.1198 -0.1589
H 2.3127 -1.9217 0.5585
H -0.1370 -1.3267 -2.1511
H -2.3935 -0.0417 -1.4242
H -0.8195 1.5586 2.1997
H -2.2842 1.5221 1.6261
N -1.3650 1.5559 1.3582
O 0.4365 0.4313 0.5329

# 2
156
Properties=species:S:1:pos:R:3 method="wB97M-V/def2-TZVPD" orbital_gap_ev=9.25 homo_energy_ev=-9.0992 smiles="O=S1(=O)CCCC1.O=S1(=O)CCCC1.O=S1(=O)CCCC1.O=S1(=O)CCCC1.O=S1(=O)CCCC1.O=S1(=O)CCCC1.O=S1(=O)CCCC1.O=S1(=O)CCCC1.Fc1ccccc1.Fc1ccccc1.CO.CO"
F 5.0022 4.7666 -6.0334
C 4.4056 4.3061 -4.8922
C 3.0172 4.0799 -4.8778
C 2.4013 3.7464 -3.7236
C 3.1848 3.4454 -2.5856
C 4.5890 3.5061 -2.6613
C 5.2066 4.0578 -3.7892
H 2.3964 4.3387 -5.7228
H 1.3232 3.6900 -3.6938
H 2.6822 3.1209 -1.6865
H 5.2488 3.1389 -1.8892
H 6.2734 4.2221 -3.8275
F -3.6177 1.1776 -1.5772
C -3.0485 2.3147 -1.8302
C -2.4142 2.5695 -2.9914
C -1.6877 3.7457 -3.1804
C -1.7508 4.7765 -2.2756
C -2.5781 4.6352 -1.1778
C -3.1566 3.3792 -0.9597
H -2.3936 1.7583 -3.7040
H -1.1309 3.7186 -4.1054
H -1.2652 5.7316 -2.4111
H -2.5635 5.3209 -0.3435
H -3.5522 3.2059 0.0302
C -3.4337 2.6334 3.1644
O -2.0457 2.8453 3.0949
H -3.8322 2.4642 2.1641
H -3.6848 1.7603 3.7667
H -3.9854 3.4816 3.5700
H -1.7161 2.0364 2.6966
C 3.9971 -2.2975 1.7512
O 4.5207 -1.9546 0.4307
H 4.4945 -1.6807 2.4997
H 2.9264 -2.2939 1.9554
H 4.3092 -3.3151 1.9862
H 4.2825 -2.6131 -0.2261
C 0.6875 1.9793 6.8842
C 1.9022 2.8603 7.0716
C 2.8116 2.6787 5.8425
S 1.7280 1.9430 4.5327
O 2.0661 0.5069 4.4012
O 1.6557 2.7372 3.3383
C 0.1896 2.1755 5.4619
H -0.0412 2.2684 7.6416
H 0.8508 0.9191 7.0773
H 2.3624 2.6547 8.0381
H 1.5978 3.9053 7.1301
H 3.6832 2.0537 6.0366
H 3.0964 3.6463 5.4292
H -0.5075 1.3899 5.1707
H -0.2678 3.1626 5.3942
C -0.3353 -0.5375 -5.2465
C -0.4691 -1.1149 -6.6771
C -0.1370 0.0548 -7.6151
S 1.1828 1.0637 -6.7458
O 0.7720 2.4471 -6.6214
O 2.5784 0.7834 -7.2146
C 0.9962 0.2615 -5.1086
H -0.2727 -1.3972 -4.5793
H -1.1842 0.0880 -4.9707
H -1.5084 -1.4225 -6.7926
H 0.1330 -1.9998 -6.8831
H -1.0361 0.6288 -7.8395
H 0.4323 -0.1751 -8.5158
H 1.0542 1.0642 -4.3734
H 1.8728 -0.3809 -5.0252
C 0.9761 -5.3247 -3.6708
C 0.0699 -4.2629 -3.0528
C 0.7241 -3.4975 -1.8931
S 2.4997 -3.4260 -2.4098
O 3.3952 -3.7488 -1.3039
O 2.6509 -2.1134 -3.0965
C 2.4365 -4.8001 -3.6954
H 0.6073 -5.7144 -4.6196
H 0.9312 -6.2386 -3.0785
H -0.8509 -4.7493 -2.7307
H -0.1331 -3.5681 -3.8678
H 0.7625 -4.2363 -1.0926
H 0.2241 -2.6646 -1.3987
H 3.0122 -5.6433 -3.3138
H 2.7383 -4.3858 -4.6573
C 4.7587 3.1616 1.2832
C 5.2628 1.7913 1.7199
C 5.6340 1.7353 3.1963
S 6.3291 3.5601 3.4874
O 7.8043 3.4206 3.3523
O 5.6152 4.1569 4.6388
C 5.6525 4.2824 1.8551
H 3.7227 3.3277 1.5785
H 4.7753 3.2654 0.1983
H 6.1240 1.6448 1.0680
H 4.5276 1.0188 1.4943
H 6.5051 1.1324 3.4528
H 4.7781 1.6340 3.8635
H 6.4738 4.5575 1.1934
H 5.0249 5.1483 2.0661
C -3.8620 -1.3254 2.6066
C -5.1967 -1.2763 3.2965
C -6.1613 -2.3228 2.5962
S -5.7222 -2.2944 0.7686
O -6.6965 -1.5505 0.0115
O -5.4088 -3.6790 0.3692
C -4.2143 -1.2464 1.0549
H -3.2259 -2.1570 2.9098
H -3.1927 -0.5391 2.9556
H -5.6868 -0.3278 3.0769
H -5.0904 -1.3336 4.3798
H -7.2262 -2.0993 2.6604
H -5.9204 -3.3583 2.8364
H -4.5496 -0.2341 0.8290
H -3.3962 -1.4842 0.3751
C -0.1412 -3.1198 4.4058
C -0.7713 -3.9000 5.5128
C -1.9175 -3.1378 6.1082
S -1.2705 -1.3952 6.1247
O -0.6907 -1.2732 7.4813
O -2.2967 -0.4582 5.6172
C 0.1178 -1.6692 4.8982
H -0.8087 -3.0404 3.5477
H 0.7604 -3.5793 4.0007
H 0.0214 -4.1850 6.2044
H -0.9906 -4.8575 5.0402
H -2.1574 -3.4307 7.1304
H -2.7736 -3.0540 5.4388
H 1.0400 -1.5529 5.4677
H -0.1295 -0.9903 4.0821
C -5.7688 -1.8431 -3.2392
C -6.0914 -3.3890 -3.1480
C -4.7493 -4.1154 -2.8947
S -3.3474 -3.1755 -3.5827
O -2.8729 -3.8097 -4.8243
O -2.5105 -2.8183 -2.4122
C -4.4463 -1.7095 -4.0304
H -5.6288 -1.4003 -2.2530
H -6.5617 -1.2530 -3.6986
H -6.6166 -3.7031 -4.0500
H -6.8322 -3.6252 -2.3842
H -4.8314 -5.1046 -3.3449
H -4.5761 -4.2765 -1.8306
H -4.6570 -1.8454 -5.0911
H -3.8763 -0.7927 -3.8795
C 1.8064 0.3844 -0.9263
C 0.4365 0.5742 -1.5788
C -0.6634 0.1359 -0.5550
S 0.0845 -0.2110 1.0638
O 0.1757 -1.6613 1.1841
O -0.5308 0.5904 2.1135
C 1.6993 0.5751 0.6007
H 2.4618 1.1392 -1.3608
H 2.1782 -0.6209 -1.1240
H 0.2889 -0.1218 -2.4045
H 0.2799 1.5883 -1.9465
H -1.2580 -0.7501 -0.7775
H -1.4422 0.8539 -0.2980
H 2.4938 0.1251 1.1961
H 1.5844 1.6055 0.9372

# 3
47
Properties=species:S:1:pos:R:3 method="wB97M-V/def2-TZVPD" orbital_gap_ev=9.40 homo_energy_ev=-8.8014 smiles="Cc1ccccc1CS(=O)(=O)Cc1ccc(C(=O)NCc2ccccn2)o1" e_above_lowest_ev=0.804
C -2.4108 -0.1303 -0.7850
C -1.6290 0.0731 0.4747
C -0.5708 -0.7717 0.7842
C 0.1748 -0.6068 1.9395
C -0.1288 0.4255 2.8100
C -1.1871 1.2672 2.5239
C -1.9501 1.0984 1.3716
C -3.0852 2.0221 1.1222
H -3.9351 1.5377 0.6492
H -3.3982 2.5422 2.0231
S -2.6399 3.3836 -0.0414
O -3.2491 4.5860 0.4593
O -2.9783 2.9838 -1.3803
C -0.8025 3.6438 0.0460
C -0.1144 2.8305 -0.9644
C -0.1824 2.8783 -2.3307
C 0.6358 1.8340 -2.8034
C 1.1546 1.2169 -1.6943
C 2.0898 0.0844 -1.6213
O 2.5078 -0.4736 -2.6201
N 2.4651 -0.2485 -0.3639
H 1.9662 0.1573 0.4133
C 3.2999 -1.4032 -0.1045
C 2.4706 -2.6549 0.0540
N 2.2765 -3.0887 1.2924
C 1.5296 -4.1646 1.4758
C 0.9292 -4.8600 0.4388
C 1.1246 -4.4017 -0.8558
C 1.9107 -3.2799 -1.0565
H 2.0901 -2.8818 -2.0430
H 0.6730 -4.9119 -1.6944
H 0.3265 -5.7322 0.6382
H 1.4073 -4.4751 2.5055
H 3.8747 -1.2282 0.8062
H 3.9690 -1.5109 -0.9622
O 0.6925 1.8220 -0.5689
H 0.8315 1.5612 -3.8194
H -0.7613 3.5660 -2.9102
H -0.4876 3.3970 1.0551
H -0.7063 4.7110 -0.1388
H -1.4423 2.0613 3.2124
H 0.4485 0.5676 3.7110
H 0.9828 -1.2889 2.1613
H -0.3245 -1.5759 0.1049
H -3.4017 -0.5244 -0.5550
H -1.9056 -0.8426 -1.4328
H -2.5402 0.8051 -1.3261

# 4
84
Properties=species:S:1:pos:R:3 method="wB97M-V/def2-TZVPD" orbital_gap_ev=9.44 homo_energy_ev=-9.7377
C -2.5800 0.1023 -2.9812
C -2.8598 -0.8084 -1.7769
C -2.2116 -0.1454 -0.5966
O -2.4388 -0.8163 0.6528
B -1.3405 -0.5019 1.4397
C -1.0366 0.9649 1.8644
B 0.3763 1.4300 1.3523
O 1.2675 0.5714 0.7223
O 0.7700 2.7462 1.5065
H -3.3709 0.8461 -3.0094
H -1.6638 0.6373 -2.7656
H -2.5195 -0.4461 -3.9049
H -2.4219 -1.7941 -1.9153
H -3.9268 -0.9425 -1.6257
H -1.1410 -0.1868 -0.8275
H -2.5071 0.9027 -0.5469
H -0.6079 -1.3944 1.7075
H -1.7449 1.6986 1.4799
H -1.0545 1.0334 2.9522
H 1.0396 0.5266 -0.2176
H 0.1412 3.3153 1.0371
O -2.1950 -2.4844 -5.0236
H -2.2510 -2.9848 -4.2015
H -2.4856 -3.1084 -5.6956
O -1.0092 4.8062 0.5455
H -0.6004 5.6824 0.5451
H -1.8540 4.9216 0.1006
O 2.5024 3.6838 3.7901
H 2.4642 3.0732 4.5322
H 2.0069 3.2434 3.0766
O -1.2583 -3.1794 3.2850
H -2.2144 -3.1015 3.2098
H -1.1265 -4.1204 3.4431
O 3.0752 0.0581 -1.7669
H 3.2650 1.0026 -1.7379
H 2.8202 -0.1538 -0.8596
O -5.1791 -2.2751 1.1515
H -4.3039 -1.9185 1.3470
H -5.6216 -2.3456 2.0042
O 2.9805 -3.2280 -2.0201
H 3.5578 -3.4804 -1.2928
H 2.9560 -2.2658 -1.9990
O 6.1371 -0.0583 -2.1571
H 5.1846 0.1035 -2.1942
H 6.1954 -1.0213 -2.1205
O 6.1889 2.4550 -4.0073
H 6.0918 1.6879 -3.4314
H 6.1856 3.2126 -3.4146
O 7.1465 -0.9368 0.7535
H 6.8810 -0.1101 1.1697
H 7.6875 -0.6591 0.0066
O 2.1609 6.5147 3.3516
H 1.2128 6.6617 3.4421
H 2.2550 5.5416 3.4078
O -7.1231 -3.0748 -1.1649
H -6.3736 -2.8619 -0.5966
H -7.0609 -4.0291 -1.2904
O 4.4160 2.9348 1.2418
H 3.8925 3.1219 2.0296
H 3.7531 2.8575 0.5486
O -6.7956 -6.4118 -1.1693
H -7.6173 -6.7795 -0.8291
H -6.1237 -7.0616 -0.9418
O 8.5514 -0.8256 -3.5903
H 7.6938 -0.4556 -3.3443
H 8.7735 -0.3968 -4.4217
O 0.5632 -0.0416 4.7590
H 0.2819 -0.8381 4.2897
H 1.5235 -0.1014 4.7725
O -2.3572 -4.7753 5.3744
H -2.4303 -5.4811 6.0248
H -2.4394 -3.9621 5.8827
O -7.8899 -1.4401 1.9633
H -7.9359 -2.0838 1.2448
H -8.7664 -1.0457 1.9902
O 0.3905 2.0217 -2.5347
H -0.0106 2.8507 -2.2485
H 0.9334 2.2668 -3.2915
O -0.0069 -3.5998 -3.1896
H 0.9033 -3.8024 -2.9437
H -0.0444 -2.6383 -3.2144
O 0.5614 7.2865 0.7693
H 1.2446 7.1740 1.4362
H 0.4679 8.2370 0.6570

# 5
9
Properties=species:S:1:pos:R:3 method="wB97M-V/def2-TZVPD" orbital_gap_ev=10.76 homo_energy_ev=-10.4282 smiles="C#CC(C)=O" e_above_lowest_ev=1.653
C 1.1894 1.1394 -0.0179
C 0.4777 -0.2140 0.0355
C -1.0188 -0.0645 0.0365
C -2.2027 0.0942 0.0124
H 2.1080 0.9659 -0.6819
H 1.5820 1.2820 1.0643
H 0.4762 1.9400 -0.3885
H -3.2379 0.2899 -0.1780
O 1.0497 -1.2761 -0.0269